# 1
{"formula": "C7H12NP", "method": "wB97M-V/def2-TZVPD", "homo_ev": [-7.93, -7.98], "spin_multiplicity": 1, "orbital_gap_ev": [7.12, 7.50], "smiles": "C=[PH]=C1[C@H](C)[C@H]1C.C#N", "e_above_lowest_kcal_mol": 108.06, "species": ["C", "P", "C", "C", "C", "C", "C", "H", "H", "H", "H", "H", "H", "H", "H", "H", "H", "H", "C", "N", "H"], "positions_angstrom": [[-1.571, 2.178, 0.523], [-0.797, 1.595, -0.907], [-0.200, 0.017, -0.534], [0.817, -0.533, 0.400], [1.767, 0.282, 1.159], [0.986, -0.757, -1.092], [0.725, -2.111, -1.805], [-0.852, 2.177, 1.427], [-2.389, 2.939, 0.485], [-1.874, 1.481, -1.798], [0.658, -1.417, 0.940], [1.897, 0.014, 2.158], [1.407, 1.337, 1.257], [2.832, 0.015, 0.761], [1.799, -0.179, -1.468], [0.966, -1.976, -2.840], [-0.317, -2.201, -1.730], [1.178, -2.948, -1.325], [-2.319, 0.034, 1.475], [-3.064, 0.425, 2.220], [-1.650, -0.371, 0.693]], "forces_ev_per_angstrom": [[1.41, 1.50, 0.71], [-0.56, 0.01, 1.36], [0.73, -0.82, -0.97], [-0.20, -0.19, -1.31], [2.34, 1.48, -0.97], [-0.69, -0.34, 0.45], [0.30, 2.15, 0.99], [-1.57, 0.22, -1.41], [0.83, -0.89, 0.19], [0.18, -0.23, -0.34], [-1.24, -1.42, 0.53], [-0.37, -0.92, 1.83], [1.16, -0.48, -0.72], [-1.60, 1.55, 0.33], [0.44, 0.47, -0.51], [0.35, -0.35, -0.56], [-1.59, -0.67, -0.10], [0.66, -0.58, 0.09], [1.95, -1.45, -2.48], [-2.25, 0.88, 2.48], [-0.28, 0.10, 0.40]]}


# 2
{"formula": "C3H7N5", "method": "wB97M-V/def2-TZVPD", "homo_ev": -7.42, "spin_multiplicity": 1, "orbital_gap_ev": 8.09, "smiles": "[H]/N=c1/[nH]cc(N)n1N", "e_above_lowest_kcal_mol": 57.70, "species": ["H", "N", "C", "N", "C", "C", "N", "N", "N", "H", "H", "H", "H", "H", "H"], "positions_angstrom": [[2.960, 1.207, -0.171], [2.680, 0.169, -0.017], [1.473, -0.244, -0.125], [0.995, -1.489, -0.001], [-0.371, -1.439, 0.139], [-0.901, -0.265, -0.081], [-2.288, 0.191, 0.031], [0.253, 0.583, -0.232], [0.318, 1.935, 0.138], [1.784, -2.204, 0.215], [-1.007, -2.325, 0.039], [-2.712, -0.697, 0.378], [-2.697, 0.214, -1.011], [-0.030, 1.989, 1.165], [-0.459, 2.375, -0.468]], "forces_ev_per_angstrom": [[-1.60, -2.55, 0.36], [0.65, 0.93, -0.52], [-0.56, 4.50, 0.24], [3.24, -1.89, 0.37], [-2.15, -3.99, -0.49], [1.03, 2.83, 0.85], [0.32, -1.80, -3.04], [0.38, -0.86, -0.50], [-2.63, 0.53, 0.50], [-2.71, 1.31, -0.33], [0.65, -0.03, 0.41], [-0.10, 1.08, 0.00], [1.12, 0.25, 2.75], [0.65, 0.12, -2.10], [1.71, -0.43, 1.50]]}


# 3
{"formula": "C32H78Br2N5O2", "method": "wB97M-V/def2-TZVPD", "homo_ev": -13.03, "spin_multiplicity": 1, "charge": 3, "orbital_gap_ev": 6.11, "species": ["C", "C", "C", "O", "C", "N", "H", "H", "H", "H", "H", "H", "H", "H", "H", "H", "H", "H", "C", "C", "C", "O", "C", "N", "H", "H", "H", "H", "H", "H", "H", "H", "H", "H", "H", "H", "C", "C", "C", "N", "C", "C", "C", "C", "C", "H", "H", "H", "H", "H", "H", "H", "H", "H", "H", "H", "H", "H", "H", "H", "H", "H", "H", "C", "C", "C", "N", "C", "C", "C", "C", "C", "H", "H", "H", "H", "H", "H", "H", "H", "H", "H", "H", "H", "H", "H", "H", "H", "H", "H", "C", "C", "C", "N", "C", "C", "C", "C", "C", "H", "H", "H", "H", "H", "H", "H", "H", "H", "H", "H", "H", "H", "H", "H", "H", "H", "H", "Br", "Br"], "positions_angstrom": [[10.674, 10.792, 12.612], [11.562, 11.433, 11.490], [12.588, 10.478, 10.773], [13.104, 11.169, 9.620], [14.190, 10.553, 8.947], [10.550, 12.065, 10.534], [9.815, 11.442, 10.231], [10.137, 12.885, 10.955], [11.014, 12.350, 9.684], [10.134, 9.875, 12.380], [10.020, 11.543, 13.055], [11.350, 10.396, 13.369], [12.094, 12.283, 11.915], [11.947, 9.641, 10.494], [13.437, 10.139, 11.365], [13.833, 9.622, 8.507], [14.982, 10.320, 9.658], [14.626, 11.287, 8.269], [12.631, 12.488, 15.417], [11.428, 12.738, 16.360], [10.261, 11.744, 16.225], [9.120, 12.042, 16.952], [8.011, 11.136, 16.680], [11.839, 12.846, 17.811], [12.286, 12.005, 18.148], [12.392, 13.677, 17.968], [10.967, 12.895, 18.318], [12.270, 12.829, 14.446], [13.009, 11.468, 15.344], [13.401, 13.232, 15.618], [10.990, 13.733, 16.273], [10.580, 10.743, 16.513], [9.890, 11.629, 15.207], [7.736, 11.246, 15.630], [7.147, 11.406, 17.287], [8.358, 10.105, 16.741], [18.335, 15.405, 15.700], [17.319, 16.547, 15.508], [15.904, 16.189, 15.937], [14.790, 17.078, 15.312], [14.929, 18.475, 15.964], [13.414, 16.506, 15.674], [12.488, 17.092, 14.662], [13.262, 16.806, 13.374], [14.712, 17.153, 13.770], [18.473, 15.043, 16.719], [19.336, 15.686, 15.373], [18.048, 14.578, 15.051], [17.332, 16.742, 14.436], [17.641, 17.450, 16.027], [15.693, 16.508, 16.958], [15.595, 15.158, 15.760], [14.126, 19.136, 15.637], [15.944, 18.819, 15.764], [14.869, 18.435, 17.051], [13.156, 16.754, 16.703], [13.544, 15.454, 15.417], [12.289, 18.157, 14.785], [11.461, 16.750, 14.533], [12.904, 17.330, 12.488], [13.151, 15.758, 13.095], [14.881, 18.186, 13.465], [15.400, 16.425, 13.337], [20.786, 7.421, 15.667], [19.502, 8.208, 15.707], [19.729, 9.720, 16.172], [18.449, 10.609, 16.067], [18.170, 11.058, 14.648], [18.677, 11.849, 16.954], [17.266, 12.295, 17.119], [16.387, 10.997, 17.249], [17.177, 9.862, 16.604], [21.441, 7.693, 14.839], [20.471, 6.379, 15.620], [21.226, 7.441, 16.664], [18.903, 7.637, 16.416], [19.022, 8.167, 14.729], [20.500, 10.232, 15.596], [19.862, 9.777, 17.252], [19.082, 11.597, 14.392], [17.298, 11.703, 14.543], [18.197, 10.213, 13.960], [19.418, 12.459, 16.438], [19.135, 11.621, 17.916], [16.905, 12.958, 16.333], [17.042, 12.888, 18.006], [15.380, 11.105, 16.845], [16.240, 10.734, 18.296], [16.723, 9.326, 15.771], [17.656, 9.209, 17.334], [8.542, 11.476, 20.424], [9.077, 11.989, 21.710], [10.507, 12.467, 21.490], [11.087, 13.204, 22.761], [11.022, 12.232, 23.954], [10.259, 14.484, 23.201], [11.369, 15.372, 23.601], [12.573, 15.230, 22.717], [12.548, 13.741, 22.538], [7.497, 11.182, 20.520], [9.155, 10.638, 20.091], [8.612, 12.283, 19.694], [8.898, 11.191, 22.431], [8.435, 12.810, 22.029], [10.534, 13.189, 20.674], [11.165, 11.616, 21.312], [11.706, 11.430, 23.677], [9.992, 11.894, 24.068], [11.329, 12.837, 24.808], [9.546, 14.213, 23.979], [9.604, 14.862, 22.416], [11.573, 15.154, 24.650], [11.091, 16.425, 23.653], [13.546, 15.567, 23.074], [12.415, 15.739, 21.765], [13.220, 13.320, 23.285], [13.009, 13.541, 21.571], [14.214, 15.274, 19.306], [12.995, 9.715, 19.056]], "forces_ev_per_angstrom": [[1.56, -0.30, -0.16], [-0.29, -0.66, 1.05], [-1.06, 1.06, -1.34], [-1.28, 0.57, 1.17], [0.18, -0.34, 0.57], [1.15, -0.32, -0.45], [-0.42, -0.53, 0.15], [-0.28, 0.24, 0.19], [0.55, 0.29, -0.61], [-0.30, 0.29, -0.79], [0.01, -0.13, -0.03], [0.10, 0.44, 0.32], [-0.01, 0.05, -0.09], [0.41, -0.60, -0.34], [-0.37, 0.11, 0.62], [0.31, 0.13, -0.49], [0.08, -0.17, 0.21], [-0.45, -0.28, -0.29], [-1.20, 1.13, -0.01], [-0.53, 0.05, 0.62], [-0.03, -1.41, -0.52], [-0.89, 0.82, 1.25], [1.13, 0.51, -0.73], [-1.07, -0.62, -1.12], [1.06, -1.35, 0.64], [0.81, 0.62, 0.62], [-0.36, 0.24, 0.53], [-0.07, -0.38, -0.36], [-0.10, 0.11, 0.39], [0.33, -0.39, 0.43], [0.14, 0.17, -0.97], [0.56, -0.27, 0.11], [0.75, 0.36, -0.66], [-0.19, 0.28, -0.22], [0.45, -0.18, 0.19], [-0.20, -0.11, 0.69], [0.05, 0.00, -0.05], [0.20, -0.31, -0.23], [-1.00, 1.29, 0.08], [-0.51, 0.78, 0.13], [0.25, -0.58, -0.29], [0.19, 0.29, 0.16], [-0.71, 0.66, -1.60], [0.03, 0.17, 0.08], [-0.42, -0.03, -0.04], [-0.41, 0.10, 0.10], [-0.12, 0.35, -0.09], [-0.08, -0.23, 0.10], [-0.03, 0.29, -0.07], [0.08, -0.06, -0.06], [0.52, -1.14, 0.47], [0.21, 0.00, 0.04], [0.37, -0.05, -0.38], [-0.35, 0.32, -0.47], [-0.22, -0.67, 0.00], [0.38, -0.59, 0.12], [-0.32, -0.21, 0.76], [0.54, 0.22, 0.17], [0.13, -0.80, 0.70], [0.23, 0.41, 0.20], [0.18, -0.26, 0.28], [0.60, -0.24, 0.05], [0.29, 0.46, 0.13], [-0.19, -0.48, 0.44], [0.12, 1.44, 0.33], [-1.96, -1.11, -0.39], [0.16, -0.93, -0.48], [1.84, -0.04, 0.32], [-0.34, -0.81, -0.65], [-2.00, 0.70, 0.77], [0.21, 0.08, 0.15], [1.94, 1.23, 0.15], [0.20, -0.13, 0.35], [0.29, -0.12, -0.62], [0.65, 0.41, -0.21], [-0.49, 0.60, 0.04], [-0.14, 0.15, -0.01], [0.11, -0.12, 0.21], [0.76, -0.32, -0.19], [-0.22, 0.46, -0.27], [0.05, -0.36, 0.26], [-0.56, -0.16, 0.33], [-0.42, 0.34, -0.14], [-0.15, -0.69, -0.10], [0.15, -0.28, -0.38], [0.54, 0.03, 0.20], [0.14, 0.09, -0.07], [-0.09, 0.20, -0.01], [0.11, -0.01, 0.25], [-0.79, -0.31, 0.01], [-0.10, -0.02, -0.99], [-0.33, 0.44, 0.66], [0.15, 0.31, 2.02], [-0.72, 0.07, -0.60], [0.43, 0.98, -1.26], [0.12, -1.25, -1.19], [0.03, 2.79, 2.17], [-1.03, -0.44, -0.58], [0.85, -0.70, -0.26], [0.11, -0.10, -0.09], [-0.19, -0.13, -0.24], [-0.17, -0.13, -0.41], [0.73, 0.08, 0.29], [0.09, 0.24, 0.14], [0.16, 0.03, 0.07], [0.21, 0.14, -0.21], [-0.09, -0.09, 0.54], [0.29, 0.01, 0.01], [0.16, -0.50, 0.09], [0.45, -0.16, 0.24], [0.53, -0.16, -0.61], [0.51, -0.17, 0.09], [-0.47, 0.02, -0.09], [-0.31, 0.01, 0.40], [-0.05, -0.02, -0.09], [-0.48, -0.49, 0.12], [-0.71, -0.81, -0.26], [-0.42, -0.28, -0.65], [-0.24, 0.87, -0.48]]}